{
  "formula": "H20O10",
  "method": "wB97M-V/def2-TZVPD",
  "elements": ["O", "H", "H", "O", "H", "H", "O", "H", "H", "O", "H", "H", "O", "H", "H", "O", "H", "H", "O", "H", "H", "O", "H", "H", "O", "H", "H", "O", "H", "H"],
  "positions_angstrom": [[-5.520, 14.812, -4.121], [-5.220, 14.007, -3.691], [-5.826, 15.334, -3.382], [-3.215, 14.254, -5.949], [-4.017, 13.905, -5.624], [-3.115, 13.753, -6.791], [-6.412, 18.129, -4.137], [-7.116, 18.582, -3.730], [-5.600, 18.430, -3.755], [-3.258, 16.229, -3.629], [-3.246, 16.847, -4.316], [-3.915, 15.546, -3.875], [-8.165, 13.861, -5.058], [-7.357, 14.199, -4.702], [-8.156, 13.989, -6.057], [-4.558, 10.506, -4.053], [-5.002, 11.334, -3.999], [-5.007, 10.040, -4.761], [-5.777, 12.685, -2.349], [-5.871, 12.998, -1.433], [-6.038, 11.759, -2.251], [-4.754, 15.978, -0.665], [-5.508, 15.477, -0.856], [-4.031, 15.392, -0.833], [-9.173, 16.500, -3.984], [-8.477, 16.560, -3.321], [-9.898, 16.299, -3.425], [-7.037, 16.072, -2.306], [-6.638, 16.631, -2.996], [-6.869, 16.566, -1.469]],
  "smiles": "O.O.O.O.O.O.O.O.O.O",
  "total_energy_ha": -764.349685,
  "homo_ev": -10.34,
  "homo_lumo_gap_ev": 10.30,
  "relative_energy_ev": 3.598
}

=====

{
  "formula": "H20O10",
  "method": "wB97M-V/def2-TZVPD",
  "elements": ["O", "H", "H", "O", "H", "H", "O", "H", "H", "O", "H", "H", "O", "H", "H", "O", "H", "H", "O", "H", "H", "O", "H", "H", "O", "H", "H", "O", "H", "H"],
  "positions_angstrom": [[-0.288, -20.065, -23.204], [0.277, -20.851, -23.141], [-1.193, -20.441, -23.107], [-0.452, -15.249, -25.002], [0.313, -14.645, -24.955], [-0.102, -15.981, -24.520], [2.950, -19.008, -23.154], [3.707, -19.487, -23.274], [2.865, -18.912, -22.219], [0.427, -16.232, -22.061], [-0.320, -16.702, -21.662], [0.669, -16.855, -22.750], [0.918, -17.602, -24.801], [1.219, -18.471, -25.015], [1.282, -17.084, -25.499], [3.705, -16.637, -24.147], [3.471, -15.924, -23.514], [3.261, -17.416, -23.841], [1.652, -13.733, -24.272], [2.032, -14.291, -24.934], [1.939, -12.874, -24.537], [-2.028, -18.169, -24.531], [-1.076, -18.163, -24.496], [-2.220, -17.603, -25.284], [0.637, -13.825, -27.492], [0.885, -14.659, -27.127], [-0.308, -13.870, -27.388], [2.452, -15.509, -26.225], [3.023, -15.053, -26.822], [3.110, -16.006, -25.707]],
  "smiles": "O.O.O.O.O.O.O.O.O.O",
  "total_energy_ha": -764.386061,
  "homo_ev": -10.20,
  "homo_lumo_gap_ev": 10.14,
  "relative_energy_ev": 2.608
}

=====

{
  "formula": "H20O10",
  "method": "wB97M-V/def2-TZVPD",
  "elements": ["O", "H", "H", "O", "H", "H", "O", "H", "H", "O", "H", "H", "O", "H", "H", "O", "H", "H", "O", "H", "H", "O", "H", "H", "O", "H", "H", "O", "H", "H"],
  "positions_angstrom": [[-0.295, -2.730, 0.188], [-0.510, -2.196, 0.954], [-0.742, -2.296, -0.539], [-1.574, 2.729, 0.000], [-0.779, 2.270, -0.273], [-1.741, 3.358, -0.702], [2.643, 0.920, 0.337], [2.112, 0.184, 0.032], [2.303, 1.117, 1.209], [0.419, 2.219, -0.342], [1.332, 2.144, -0.064], [0.284, 3.158, -0.469], [1.110, -1.535, -2.098], [1.845, -2.088, -2.363], [1.366, -1.189, -1.243], [-0.311, 0.244, 0.360], [0.049, 0.847, -0.291], [0.036, -0.613, 0.111], [-0.630, 0.096, 3.064], [-1.065, -0.132, 2.242], [-0.789, 1.034, 3.167], [-1.568, -1.869, -1.042], [-1.215, -2.126, -1.894], [-1.709, -0.925, -1.115], [-2.580, 0.309, 0.409], [-1.710, 0.533, 0.740], [-2.511, 0.420, -0.540], [1.880, -1.101, -0.223], [1.542, -1.761, 0.383], [2.807, -1.020, 0.004]],
  "total_energy_ha": -764.050534,
  "homo_ev": -10.10,
  "homo_lumo_gap_ev": 10.07,
  "relative_energy_ev": 11.739
}

=====

{
  "formula": "H20O10",
  "method": "wB97M-V/def2-TZVPD",
  "elements": ["O", "H", "H", "O", "H", "H", "O", "H", "H", "O", "H", "H", "O", "H", "H", "O", "H", "H", "O", "H", "H", "O", "H", "H", "O", "H", "H", "O", "H", "H"],
  "positions_angstrom": [[-0.279, 1.135, -0.414], [0.287, 0.553, 0.106], [-0.487, 1.858, 0.188], [-0.546, -2.929, -1.970], [0.209, -3.368, -1.562], [-1.206, -2.897, -1.268], [1.224, -1.248, 2.340], [0.790, -2.091, 2.516], [1.392, -1.265, 1.391], [-3.067, 2.759, -1.009], [-3.698, 2.903, -0.294], [-2.845, 1.823, -0.940], [3.319, 1.708, 1.843], [3.801, 1.138, 2.453], [4.007, 2.227, 1.413], [-0.369, -3.799, 1.629], [-0.657, -3.828, 2.548], [-0.557, -2.895, 1.352], [-0.073, 3.760, -1.478], [0.738, 3.600, -0.984], [-0.196, 2.956, -1.995], [2.401, -1.156, -2.427], [2.566, -1.334, -3.360], [1.646, -1.715, -2.211], [0.563, 0.215, -1.940], [0.186, 0.634, -2.722], [0.141, -0.651, -1.911], [-2.912, 0.952, 3.051], [-2.820, 0.031, 3.320], [-3.556, 0.924, 2.335]],
  "smiles": "O.O.O.O.O.O.O.O.O.O",
  "total_energy_ha": -764.270993,
  "homo_ev": -8.94,
  "homo_lumo_gap_ev": 8.57,
  "relative_energy_ev": 5.740
}

=====

{
  "formula": "H20O10",
  "method": "wB97M-V/def2-TZVPD",
  "elements": ["O", "H", "H", "O", "H", "H", "O", "H", "H", "O", "H", "H", "O", "H", "H", "O", "H", "H", "O", "H", "H", "O", "H", "H", "O", "H", "H", "O", "H", "H"],
  "positions_angstrom": [[0.043, 0.288, 0.958], [-0.533, -0.303, 0.462], [0.058, 1.086, 0.440], [-1.864, 0.846, -2.165], [-2.049, 0.201, -1.510], [-2.753, 0.994, -2.439], [0.245, 2.685, -0.389], [-0.570, 2.926, -0.787], [0.695, 2.239, -1.161], [1.527, 1.091, -2.132], [2.141, 0.366, -1.933], [0.966, 0.666, -2.817], [2.861, 2.875, 0.772], [1.971, 3.115, 0.441], [3.246, 3.669, 1.033], [-0.297, -0.186, 3.688], [-0.127, -0.047, 2.735], [-0.315, -1.153, 3.776], [0.153, -2.019, -1.882], [-0.368, -2.625, -1.291], [0.837, -1.524, -1.428], [2.350, -0.927, -0.426], [2.127, -0.896, 0.483], [3.230, -1.326, -0.618], [-2.280, -0.971, -0.118], [-2.451, -0.646, 0.777], [-3.203, -1.257, -0.266], [-1.767, -3.344, 1.677], [-1.639, -3.308, 2.618], [-2.234, -2.518, 1.503]],
  "smiles": "O.O.O.O.O.O.O.O.O.O",
  "total_energy_ha": -764.382083,
  "homo_ev": -10.72,
  "homo_lumo_gap_ev": 10.42,
  "relative_energy_ev": 2.717
}

=====

{
  "formula": "H20O10",
  "method": "wB97M-V/def2-TZVPD",
  "elements": ["O", "H", "H", "O", "H", "H", "O", "H", "H", "O", "H", "H", "O", "H", "H", "O", "H", "H", "O", "H", "H", "O", "H", "H", "O", "H", "H", "O", "H", "H"],
  "positions_angstrom": [[-0.737, 0.610, -0.712], [-1.206, 1.177, -1.331], [0.113, 0.957, -0.568], [-4.294, -0.537, -3.640], [-4.151, -1.341, -3.043], [-5.183, -0.254, -3.415], [2.928, 0.917, 1.912], [3.929, 0.682, 1.949], [2.449, 0.111, 1.901], [-3.783, -2.755, 0.433], [-3.667, -1.802, 0.111], [-4.544, -2.679, 1.023], [-1.005, 3.185, 0.335], [-1.519, 2.780, 1.129], [-1.585, 3.336, -0.405], [2.574, -1.003, -0.408], [1.620, -0.779, -0.495], [2.657, -1.668, -1.002], [2.333, 1.151, -2.838], [2.123, 1.073, -1.940], [1.451, 1.415, -3.186], [4.879, -0.461, 0.098], [4.965, -0.896, 0.985], [3.998, -0.091, 0.190], [-2.057, -3.607, 1.900], [-1.497, -2.790, 1.944], [-2.567, -3.446, 2.620], [0.959, 2.357, 2.086], [0.703, 1.514, 2.467], [0.112, 2.843, 1.901]],
  "smiles": "O.O.O.O.O.O.O.O.O.O",
  "total_energy_ha": -764.270584,
  "homo_ev": -10.49,
  "homo_lumo_gap_ev": 10.12,
  "relative_energy_ev": 5.751
}